Here is a cluster of 2 separate species, C14H10BCl4N2O5 in total from the OMol25 dataset. Energies are from wB97M-V/def2-TZVPD.

**Net charge**: -1
**Energy**: -78662.80804 eV
**HOMO level**: -0.145 Ha
**Kohn-Sham gap**: 3.79 eV

Each line ends with the Mulliken charge.
Cartesian coordinates (Å):
Cl (3.98, 3.11, -2.97)  -0.31
B (3.29, 1.40, -2.78)  0.72
Cl (3.37, 0.42, -4.38)  -0.32
Cl (4.15, 0.50, -1.40)  -0.25
O (1.85, 1.57, -2.42)  -0.47
C (0.97, 0.68, -2.15)  -0.12
C (-0.39, 0.89, -2.60)  0.26
C (-1.27, -0.20, -2.82)  -0.43
C (-2.62, 0.04, -3.06)  -0.54
C (-3.10, 1.36, -3.11)  0.39
Cl (-4.77, 1.66, -3.23)  -0.19
C (-2.19, 2.44, -3.07)  -0.55
C (-0.84, 2.20, -2.85)  -0.32
H (1.25, -0.26, -1.64)  0.40
H (-0.86, -1.21, -2.81)  0.43
H (-3.32, -0.78, -3.18)  0.40
H (-2.56, 3.45, -3.19)  0.40
H (-0.13, 3.02, -2.84)  0.48
O (1.06, -4.17, 1.95)  -0.59
N (-0.02, -3.91, 2.52)  0.97
O (-0.84, -4.80, 2.84)  -0.64
C (-0.32, -2.54, 2.83)  -0.26
C (-1.50, -2.23, 3.52)  -0.57
C (-1.71, -0.90, 3.92)  -0.28
C (-0.82, 0.11, 3.54)  -0.77
C (0.31, -0.17, 2.71)  0.70
C (1.13, 0.83, 2.09)  -1.38
N (2.49, 0.59, 2.03)  0.95
O (3.33, 1.53, 2.01)  -0.71
O (2.90, -0.62, 2.02)  -0.69
C (0.60, -1.53, 2.48)  -0.10
H (-2.19, -3.03, 3.77)  0.43
H (-2.59, -0.68, 4.51)  0.34
H (-0.98, 1.15, 3.83)  0.39
H (0.80, 1.84, 1.91)  0.44
H (1.54, -1.77, 1.99)  0.80